Below is C4H7GdO4 as an isolated structure at a distorted geometry, with properties calculated with ωB97M-V with the def2-TZVPD basis set.

As for the charge: 0. The expectation value of S² is 16.144. For the HOMO-LUMO gap (alpha / beta), the calculation gives 8.02 / 5.41 eV. For the HOMO energy (alpha / beta), the calculation gives -0.2877 / -0.1895 hartree. Its multiplicity is 8. Its molecular weight is 276.35 g mol⁻¹. The largest force on an atom is 2.92 eV Å⁻¹. As for the energy above the lowest of the compared OMol25 structures with the same formula, charge and spin: 0.000 eV. The calculation puts the total energy at -33284.133 eV.

Geometry as XYZ:
```
16
C4H7GdO4 ωB97M-V with the def2-TZVPD basis set
C 1.638 -0.566 2.316
O 1.986 0.006 3.272
O 1.315 -1.421 1.583
Gd -1.141 -1.050 -1.977
O 0.434 0.545 -2.002
C 0.531 1.654 -1.216
C -0.466 1.549 0.066
O -1.741 1.086 -0.372
C -2.555 2.058 -0.993
H 0.277 2.585 -1.769
H 1.545 1.785 -0.782
H -0.531 2.557 0.509
H -0.287 0.903 0.936
H -2.924 1.618 -1.927
H -3.401 2.322 -0.339
H -1.989 2.973 -1.231
```

=====

Below is C4H7HgO3 as an isolated structure at a distorted geometry, with properties calculated with ωB97M-V with the def2-TZVPD basis set.

As for the charge: -1. The expectation value of S² is 2.007. For the HOMO-LUMO gap (alpha / beta), the calculation gives 5.02 / 7.49 eV. For the HOMO energy (alpha / beta), the calculation gives -0.0417 / -0.1389 hartree. Its multiplicity is 3. Its molecular weight is 303.69 g mol⁻¹. The largest force on an atom is 4.91 eV Å⁻¹. As for the energy above the lowest of the compared OMol25 structures with the same formula, charge and spin: 0.251 eV. The calculation puts the total energy at -14572.657 eV.

Geometry as XYZ:
```
15
C4H7HgO3 ωB97M-V with the def2-TZVPD basis set
O 0.207 1.393 -0.103
Hg 4.282 0.138 -0.196
O 2.418 1.667 -0.183
C 1.411 0.998 0.111
O 1.643 -0.311 0.232
C 0.550 -1.304 0.383
H 1.054 -2.229 0.062
H 0.172 -1.090 1.398
C -0.906 0.070 -0.685
C -2.046 0.143 0.322
H -1.515 0.227 -1.600
H -0.175 -0.213 -1.455
H -2.431 1.170 0.401
H -2.885 -0.477 -0.022
H -1.779 -0.183 1.336
```

=====

Below is C4H7INO as an isolated structure at a distorted geometry, with properties calculated with ωB97M-V with the def2-TZVPD basis set.

As for the charge: +1. For the HOMO-LUMO gap, the calculation gives 8.39 eV. For the HOMO energy, the calculation gives -0.5122 hartree. Its molecular weight is 212.01 g mol⁻¹. The largest force on an atom is 5.30 eV Å⁻¹. As for the energy above the lowest of the compared OMol25 structures with the same formula, charge and spin: 4.453 eV. The calculation puts the total energy at -15887.536 eV.

Geometry as XYZ:
```
14
C4H7INO ωB97M-V with the def2-TZVPD basis set
C -1.622 1.102 0.383
C -1.518 0.061 1.400
C 0.819 -1.117 -1.022
C 0.750 -0.041 -0.032
N -0.607 0.380 0.216
O 1.355 1.544 -0.726
I 1.866 -0.274 1.761
H -2.111 1.886 -0.204
H -1.375 0.180 2.459
H -2.038 -0.815 1.100
H -0.092 -1.119 -1.580
H 1.611 -0.874 -1.748
H 1.088 -2.193 -0.538
H 1.875 1.281 -1.470
```

=====

Below is C4H7IO2S as an isolated structure at a distorted geometry, with properties calculated with ωB97M-V with the def2-TZVPD basis set.

As for the charge: 0. For the HOMO-LUMO gap (alpha / beta), the calculation gives 7.80 / 7.97 eV. For the HOMO energy (alpha / beta), the calculation gives -0.3195 / -0.3208 hartree. Its molecular weight is 246.07 g mol⁻¹. The largest force on an atom is 4.43 eV Å⁻¹. As for the energy above the lowest of the compared OMol25 structures with the same formula, charge and spin: 6.494 eV. The calculation puts the total energy at -27284.957 eV.

Geometry as XYZ:
```
15
C4H7IO2S ωB97M-V with the def2-TZVPD basis set
C 1.241 0.061 -0.572
C -0.798 -0.234 0.726
C -1.097 0.761 1.853
C 0.719 -2.583 -0.917
O 2.399 -1.769 1.126
O -0.057 -1.340 1.284
S 1.289 -1.419 0.358
I -2.481 -0.812 -0.455
H 1.183 0.720 0.349
H -2.239 0.754 2.348
H -0.457 0.521 2.602
H -0.936 1.817 1.581
H 1.347 -2.216 -1.672
H 0.902 -3.659 -0.735
H -0.313 -2.262 -0.950
```

=====

Below is one molecule with the formula C4H7IO2S at a distorted geometry, with properties calculated with ωB97M-V with the def2-TZVPD basis set.

As for the charge: 0. The expectation value of S² is 2.011. For the HOMO-LUMO gap (alpha / beta), the calculation gives 7.54 / 7.14 eV. For the HOMO energy (alpha / beta), the calculation gives -0.2749 / -0.3611 hartree. Its multiplicity is 3. Its molecular weight is 246.07 g mol⁻¹. The largest force on an atom is 6.17 eV Å⁻¹. The calculation puts the total energy at -27286.051 eV.

Geometry as XYZ:
```
15
C4H7IO2S ωB97M-V with the def2-TZVPD basis set
C -1.357 -0.983 0.231
C 1.082 -0.089 -0.662
C 0.345 0.519 0.504
C -0.059 1.902 0.317
O 0.692 -2.528 0.322
O -0.145 -2.090 -2.036
S 0.022 -1.693 -0.644
I 1.011 0.085 2.556
H -1.872 -1.695 1.049
H -1.912 -0.321 -0.320
H 0.896 0.369 -1.624
H 2.067 -0.496 -0.539
H 0.836 2.573 0.212
H -0.745 2.368 1.107
H -0.860 2.079 -0.475
```

=====

Below is C4H7IO3S as an isolated structure at a distorted geometry, with properties calculated with ωB97M-V with the def2-TZVPD basis set.

As for the charge: 0. For the HOMO-LUMO gap, the calculation gives 9.91 eV. For the HOMO energy, the calculation gives -0.3520 hartree. Its molecular weight is 262.07 g mol⁻¹. The largest force on an atom is 4.36 eV Å⁻¹. As for the energy above the lowest of the compared OMol25 structures with the same formula, charge and spin: 0.000 eV. The calculation puts the total energy at -29338.031 eV.

Geometry as XYZ:
```
16
C4H7IO3S ωB97M-V with the def2-TZVPD basis set
C 0.334 1.270 -0.338
C 0.011 2.329 0.641
C 1.178 -1.904 -0.104
C -0.765 0.044 -0.785
O 1.406 1.070 -0.815
O -1.533 -2.426 -0.253
O -0.763 -1.010 1.596
S -0.629 -1.488 0.260
I -2.810 0.544 -0.582
H -0.560 3.245 0.337
H -0.528 1.690 1.335
H 0.878 2.714 1.073
H 1.789 -1.720 0.747
H 1.203 -2.952 -0.345
H 1.441 -1.274 -0.886
H -0.652 -0.132 -1.881
```

=====

Repeat the sixth record exactly.
Below is C4H7IO3S as an isolated structure at a distorted geometry, with properties calculated with ωB97M-V with the def2-TZVPD basis set.

As for the charge: 0. For the HOMO-LUMO gap, the calculation gives 9.91 eV. For the HOMO energy, the calculation gives -0.3520 hartree. Its molecular weight is 262.07 g mol⁻¹. The largest force on an atom is 4.36 eV Å⁻¹. As for the energy above the lowest of the compared OMol25 structures with the same formula, charge and spin: 0.000 eV. The calculation puts the total energy at -29338.031 eV.

Geometry as XYZ:
```
16
C4H7IO3S ωB97M-V with the def2-TZVPD basis set
C 0.334 1.270 -0.338
C 0.011 2.329 0.641
C 1.178 -1.904 -0.104
C -0.765 0.044 -0.785
O 1.406 1.070 -0.815
O -1.533 -2.426 -0.253
O -0.763 -1.010 1.596
S -0.629 -1.488 0.260
I -2.810 0.544 -0.582
H -0.560 3.245 0.337
H -0.528 1.690 1.335
H 0.878 2.714 1.073
H 1.789 -1.720 0.747
H 1.203 -2.952 -0.345
H 1.441 -1.274 -0.886
H -0.652 -0.132 -1.881
```

=====

Which of these has the lowest charge?
C4H7HgO3

=====

Look up the charge of the first one.
0

=====

charge of number 5 (C4H7IO2S)?
0